Formula: C19H20N2O4
Source: the Open Molecules 2025 dataset
Level of theory: ωB97M-V/def2-TZVPD

Each atom is followed by the atoms it is bonded to, with distances in Å.
Geometry (Å):
1 C 1.5385 -6.7466 0.0989  O2 1.406, H26 1.095, H27 1.089, H28 1.095
2 O 1.8010 -5.5317 -0.5584  C1 1.406, C3 1.363
3 C 0.9358 -4.4940 -0.3783  O2 1.363, C4 1.396, C25 1.390
4 C 1.2408 -3.3167 -1.0636  C3 1.396, C5 1.377, H29 1.078
5 C 0.4372 -2.2032 -0.9586  C4 1.377, C6 1.393, H30 1.077
6 C -0.7025 -2.2431 -0.1589  C5 1.393, N7 1.400, C24 1.389
7 N -1.5453 -1.1374 0.0091  C6 1.400, C8 1.360, H31 1.011
8 C -1.4784 0.0761 -0.6014  N7 1.360, O9 1.201, O10 1.362
9 O -0.7184 0.4306 -1.4610  C8 1.201
10 O -2.4604 0.8477 -0.0569  C8 1.362, N11 1.408
11 N -2.5725 2.1781 -0.5029  O10 1.408, C12 1.271
12 C -1.5725 2.9570 -0.4142  N11 1.271, C13 1.497, C23 1.467
13 C -1.7480 4.2943 -1.0639  C12 1.497, C14 1.529, H32 1.089, H33 1.092
14 C -0.6958 4.3530 -2.1722  C13 1.529, C15 1.525, H34 1.091, H35 1.092
15 C 0.6983 4.3617 -1.5547  C14 1.525, C16 1.504, H36 1.092, H37 1.097
16 C 0.8613 3.3502 -0.4537  C15 1.504, C17 1.390, C23 1.396
17 C 2.1327 3.0635 0.0305  C16 1.390, C18 1.377, H38 1.081
18 C 2.3263 2.1713 1.0611  C17 1.377, C19 1.396, H39 1.078
19 C 1.2316 1.5506 1.6660  C18 1.396, O20 1.363, C22 1.385
20 O 1.5179 0.6954 2.6878  C19 1.363, C21 1.406
21 C 0.4713 -0.0650 3.2388  O20 1.406, H40 1.089, H41 1.095, H42 1.095
22 C -0.0428 1.8344 1.2042  C19 1.385, C23 1.398, H43 1.079
23 C -0.2325 2.7057 0.1278  C12 1.467, C16 1.396, C22 1.398
24 C -1.0066 -3.4113 0.5285  C6 1.389, C25 1.384, H44 1.081
25 C -0.1994 -4.5306 0.4229  C3 1.390, C24 1.384, H45 1.078
26 H 1.5468 -6.6262 1.1874  C1 1.095
27 H 2.3429 -7.4197 -0.1934  C1 1.089
28 H 0.5796 -7.1742 -0.2122  C1 1.095
29 H 2.1252 -3.2989 -1.6799  C4 1.078
30 H 0.6816 -1.3007 -1.4927  C5 1.077
31 H -2.3190 -1.2566 0.6490  N7 1.011
32 H -2.7572 4.3773 -1.4644  C13 1.089
33 H -1.5751 5.0925 -0.3390  C13 1.092
34 H -0.8415 5.2440 -2.7851  C14 1.091
35 H -0.8100 3.4752 -2.8110  C14 1.092
36 H 1.4517 4.1851 -2.3255  C15 1.092
37 H 0.8979 5.3518 -1.1275  C15 1.097
38 H 2.9872 3.5485 -0.4191  C17 1.081
39 H 3.3147 1.9377 1.4234  C18 1.078
40 H 0.9377 -0.7167 3.9761  C21 1.089
41 H -0.2712 0.5674 3.7372  C21 1.095
42 H -0.0207 -0.6773 2.4755  C21 1.095
43 H -0.9071 1.4029 1.6845  C22 1.079
44 H -1.8866 -3.4518 1.1554  C24 1.081
45 H -0.4701 -5.4192 0.9706  C25 1.078

Output
net charge = 0
ΔE to the lowest compared entry with this formula, charge and spin = 83.9 kcal per mole
HOMO energy = -7.950 eV
LUMO level = 0.0255 Eh
energy = -31196.5370 eV
SMILES string = COc1ccc(NC(=O)O/N=C2/CCCc3ccc(OC)cc32)cc1
frontier orbital gap = 8.6446 eV